[1]
{
  "formula": "C24H64N4O10",
  "method": "ωB97M-V with the def2-TZVPD basis set",
  "charge": 0,
  "largest_force_ev_per_a": 14.49,
  "orbital_gap_ev": 6.188,
  "homo_ev": -6.06,
  "de_lowest_kcal_mol": 386.7,
  "lumo_ev": 0.13,
  "elements": ["O", "H", "H", "O", "H", "H", "C", "O", "C", "C", "N", "C", "C", "O", "C", "H", "H", "H", "H", "H", "H", "H", "H", "H", "H", "H", "H", "H", "H", "H", "C", "O", "C", "C", "N", "C", "C", "O", "C", "H", "H", "H", "H", "H", "H", "H", "H", "H", "H", "H", "H", "H", "H", "H", "C", "O", "C", "C", "N", "C", "C", "O", "C", "H", "H", "H", "H", "H", "H", "H", "H", "H", "H", "H", "H", "H", "H", "H", "C", "O", "C", "C", "N", "C", "C", "O", "C", "H", "H", "H", "H", "H", "H", "H", "H", "H", "H", "H", "H", "H", "H", "H"],
  "xyz": [[-4.0158, 14.3853, 3.8548], [-4.5481, 14.1963, 3.0820], [-4.5145, 15.0473, 4.3337], [0.6507, 15.1020, 6.2065], [-0.2661, 15.3748, 6.1709], [0.8693, 15.1163, 7.1383], [3.7740, 15.4118, 4.6540], [3.4693, 16.0476, 3.4291], [2.2234, 16.6728, 3.1400], [2.3109, 18.1592, 3.5175], [3.3460, 18.8612, 2.6751], [3.6153, 20.1721, 3.1872], [4.2593, 20.4469, 4.5343], [3.3359, 20.1498, 5.5504], [3.8441, 20.2789, 6.9406], [2.9749, 14.8267, 5.1092], [4.0354, 16.1370, 5.4246], [4.6451, 14.7937, 4.4366], [1.3260, 16.2297, 3.5717], [2.2341, 16.6046, 2.0522], [2.5982, 18.2649, 4.5636], [1.3034, 18.5422, 3.3552], [4.0450, 18.1586, 2.8699], [2.7208, 20.7950, 3.1846], [4.2130, 20.5688, 2.3665], [4.4283, 21.5222, 4.5903], [5.2006, 19.9562, 4.7821], [3.2068, 19.6096, 7.5186], [3.6718, 21.3187, 7.2185], [4.8979, 20.0690, 7.1236], [-2.9839, 13.2721, 12.1438], [-3.0096, 13.7610, 10.8328], [-2.0071, 13.2111, 10.0173], [-1.9446, 13.9432, 8.6292], [-2.7926, 13.2317, 7.7397], [-3.1882, 13.9865, 6.4784], [-2.0649, 14.7736, 5.7087], [-1.6678, 15.9092, 6.4715], [-2.6638, 16.8947, 6.5994], [-2.0728, 13.5832, 12.6549], [-3.1465, 12.1969, 12.2175], [-3.8120, 13.6083, 12.7678], [-2.0767, 12.1244, 9.9682], [-1.0300, 13.3948, 10.4640], [-0.9352, 13.9941, 8.2211], [-2.3938, 14.9323, 8.7197], [-3.4967, 12.9265, 8.3963], [-4.1462, 14.4886, 6.6135], [-3.4308, 13.1958, 5.7684], [-2.4387, 15.1241, 4.7466], [-1.1065, 14.2647, 5.6060], [-2.3763, 17.9018, 6.2974], [-2.9788, 16.9335, 7.6421], [-3.5504, 16.6813, 6.0023], [-2.5250, 10.4358, 3.0672], [-1.9044, 11.6576, 2.7414], [-1.4603, 12.4393, 3.8327], [-0.8669, 13.8352, 3.5695], [-1.7888, 14.9353, 3.7575], [-1.3071, 16.3345, 3.3533], [-0.4061, 16.9153, 4.4261], [-0.5179, 18.3750, 4.4386], [0.0366, 18.9601, 5.6014], [-2.6368, 9.9975, 2.0755], [-3.5621, 10.5282, 3.3895], [-1.9507, 9.7359, 3.6742], [-0.6803, 11.9052, 4.3754], [-2.2693, 12.5703, 4.5513], [-0.3593, 13.7058, 2.6136], [-0.0746, 14.0824, 4.2761], [-2.7287, 14.7261, 3.4528], [-2.1838, 16.9683, 3.4867], [-0.9870, 16.4308, 2.3158], [0.5990, 16.5020, 4.3428], [-0.7214, 16.4967, 5.3819], [0.0661, 20.0432, 5.4824], [1.1098, 18.7730, 5.6386], [-0.5201, 18.7239, 6.5082], [-1.2562, 18.4966, -1.1847], [-0.7126, 17.6081, -0.1307], [0.4254, 18.1097, 0.5416], [0.3049, 19.3973, 1.4153], [-0.4651, 19.3197, 2.6754], [-1.8217, 18.8249, 2.4871], [-2.7365, 19.1283, 3.7232], [-3.1371, 20.4146, 3.9193], [-2.1881, 21.0962, 4.7329], [-0.4546, 18.6965, -1.8957], [-1.6318, 19.4348, -0.7761], [-2.0620, 17.9811, -1.7072], [1.2744, 18.1714, -0.1392], [0.6099, 17.2101, 1.1289], [-0.1181, 20.2856, 0.9460], [1.3266, 19.6897, 1.6576], [0.0247, 18.8376, 3.4155], [-1.9264, 17.7700, 2.2333], [-2.1068, 19.3222, 1.5600], [-2.2758, 18.5904, 4.5517], [-3.6989, 18.6856, 3.4663], [-1.6876, 21.8721, 4.1536], [-1.4550, 20.5276, 5.3050], [-2.7559, 21.4848, 5.5784]]
}

***

[2]
{
  "formula": "C24H66ClN9O13P3",
  "method": "ωB97M-V with the def2-TZVPD basis set",
  "charge": -1,
  "largest_force_ev_per_a": 1.46,
  "orbital_gap_ev": 8.237,
  "homo_ev": -5.88,
  "de_lowest_kcal_mol": 0.0,
  "lumo_ev": 2.36,
  "elements": ["Cl", "O", "O", "O", "O", "O", "P", "N", "C", "C", "N", "C", "C", "N", "C", "C", "H", "H", "H", "H", "H", "H", "H", "H", "H", "H", "H", "H", "H", "H", "H", "H", "H", "H", "O", "P", "N", "C", "C", "N", "C", "C", "N", "C", "C", "H", "H", "H", "H", "H", "H", "H", "H", "H", "H", "H", "H", "H", "H", "H", "H", "H", "H", "O", "P", "N", "C", "C", "N", "C", "C", "N", "C", "C", "H", "H", "H", "H", "H", "H", "H", "H", "H", "H", "H", "H", "H", "H", "H", "H", "H", "H", "C", "O", "C", "O", "O", "C", "H", "H", "H", "H", "H", "H", "C", "O", "C", "O", "O", "C", "H", "H", "H", "H", "H", "H"],
  "xyz": [[0.6933, -1.1753, -0.4093], [0.4631, -0.1947, -1.4609], [2.1004, -1.4318, -0.2231], [0.1163, -0.6756, 0.8187], [0.0562, -2.4382, -0.7458], [4.9597, -0.4200, 0.8398], [5.1873, 0.7999, 0.0570], [3.8338, 1.7040, -0.2328], [3.8811, 2.8461, -1.1278], [2.7806, 1.7436, 0.7366], [5.7631, 0.5509, -1.4786], [7.1661, 0.1823, -1.6418], [4.8742, -0.2644, -2.3095], [6.3462, 1.7279, 0.8231], [6.5471, 1.6246, 2.2333], [6.9143, 2.8913, 0.1855], [3.0562, 2.7557, -1.8451], [4.8165, 2.8359, -1.6754], [3.7195, 3.7799, -0.5775], [1.8217, 2.1231, 0.3737], [3.0477, 2.3817, 1.5988], [2.5609, 0.7434, 1.1103], [7.8179, 0.7931, -1.0230], [7.3013, -0.8798, -1.4102], [7.4565, 0.3825, -2.6770], [4.6281, -1.1916, -1.7766], [3.9387, 0.2469, -2.5361], [5.3575, -0.5152, -3.2543], [5.7775, 2.1357, 2.8382], [6.5505, 0.5933, 2.5812], [7.4895, 2.1113, 2.5078], [7.9449, 2.9983, 0.5402], [6.3718, 3.7992, 0.4847], [6.9039, 2.8024, -0.8949], [-2.5667, -3.2327, 2.0771], [-3.5420, -3.8066, 1.1457], [-4.1555, -2.6884, 0.0698], [-3.2056, -1.7498, -0.5434], [-5.3673, -2.8462, -0.7016], [-4.9664, -4.3693, 1.8138], [-5.8266, -3.4654, 2.5727], [-5.1271, -5.7397, 2.2345], [-2.9490, -5.0673, 0.2680], [-3.7146, -5.7062, -0.7969], [-1.5895, -5.5470, 0.5541], [-2.5006, -1.3384, 0.1819], [-3.7411, -0.8610, -0.8820], [-2.6145, -2.2895, -1.2878], [-5.8834, -1.8838, -0.7819], [-6.0291, -3.5586, -0.2125], [-5.1590, -3.2019, -1.7209], [-5.5778, -2.4221, 2.3894], [-6.8650, -3.7028, 2.3338], [-5.6486, -3.6021, 3.6481], [-6.1137, -6.1440, 1.9788], [-4.3844, -6.3556, 1.7258], [-4.9765, -5.8488, 3.3156], [-3.3082, -6.6922, -1.0239], [-4.7625, -5.7293, -0.5098], [-3.5641, -5.1594, -1.7379], [-1.4709, -5.7520, 1.6211], [-0.8516, -4.7878, 0.2903], [-1.4024, -6.4788, 0.0232], [-1.7573, 0.9945, 2.9229], [-2.4797, 2.2391, 2.6488], [-3.9982, 2.4102, 3.3510], [-3.9428, 2.2479, 4.8153], [-5.0967, 1.6926, 2.6888], [-2.8343, 2.4686, 1.0411], [-2.1277, 1.7165, 0.0005], [-3.3293, 3.7625, 0.6511], [-1.6799, 3.6199, 3.1456], [-0.2363, 3.5531, 3.1774], [-2.2942, 4.7309, 3.8454], [-3.0070, 1.8169, 5.1654], [-4.7722, 1.6165, 5.1431], [-4.1656, 3.2019, 5.3071], [-4.7443, 1.1693, 1.8061], [-5.9202, 2.3812, 2.4862], [-5.4929, 0.9273, 3.3640], [-2.8112, 1.6440, -0.8529], [-1.2006, 2.1547, -0.3805], [-1.9135, 0.7353, 0.4145], [-4.1478, 4.0654, 1.3045], [-2.5421, 4.5324, 0.6504], [-3.6881, 3.7060, -0.3809], [0.2070, 4.2789, 2.4823], [0.1610, 3.7036, 4.1854], [0.1016, 2.5793, 2.8208], [-1.5840, 5.5579, 3.8197], [-2.5492, 4.4837, 4.8816], [-3.2234, 5.0435, 3.3682], [-0.0201, 3.0165, -2.8225], [-0.6920, 3.5091, -4.0040], [-0.5897, 4.8034, -4.2328], [-0.0465, 5.6239, -3.5326], [-1.1990, 5.0744, -5.3970], [-1.2100, 6.4517, -5.7582], [1.0592, 2.9953, -2.9708], [-0.3302, 1.9886, -2.6677], [-0.3023, 3.6936, -2.0213], [-1.8911, 7.0282, -5.1346], [-1.5305, 6.4900, -6.7959], [-0.2033, 6.8620, -5.6851], [2.5922, -3.0456, -3.5694], [3.1741, -4.3486, -3.5575], [3.8870, -4.6606, -2.4720], [4.2478, -3.9081, -1.6163], [4.1517, -5.9793, -2.5274], [5.3368, -6.3835, -1.8654], [1.6941, -2.9756, -2.9494], [2.3681, -2.7551, -4.5896], [3.2709, -2.3245, -3.1140], [5.7415, -7.2167, -2.4370], [5.1224, -6.7391, -0.8541], [6.0579, -5.5729, -1.7728]]
}